1.
The following is a DFT calculation (ωB97M-V/def2-TZVPD) of C29H32BrF4N4O5STi as an isolated structure at a distorted geometry.

Atoms and positions in Å:
1 Br -1.55758 2.00094 -0.24257
2 Ti 0.74369 0.12516 -0.23925
3 S 2.92726 1.90848 0.42293
4 F 4.75547 -2.25023 -4.96484
5 F 2.61053 -1.36947 -0.08291
6 F 4.78085 -2.93070 -0.31091
7 F 2.61446 -0.75961 -4.80046
8 O -0.08509 -1.57171 0.17852
9 O 2.74880 0.92882 1.48730
10 O -2.77126 -1.58075 0.59822
11 O 3.94962 1.63168 -0.54454
12 O 1.55073 2.05223 -0.19460
13 N -0.13974 0.28313 1.79282
14 N 1.42242 -0.20114 -2.11793
15 N -1.33650 -0.72466 -2.88569
16 N 0.09803 -0.88180 2.41457
17 C -3.53774 -0.10663 -4.01727
18 C -1.52693 -2.17278 -2.77587
19 C 3.26130 3.51632 1.10026
20 C -0.98526 3.74490 1.92375
21 C 4.84416 -2.63738 -2.65202
22 C -0.01249 -2.05497 1.47098
23 C -1.20659 -2.88090 1.89368
24 C 0.99856 4.07175 5.11449
25 C -0.97714 2.47247 1.51185
26 C 4.26031 -2.39553 -1.42161
27 C -1.76793 -2.96738 -4.06345
28 C -2.54542 0.08721 -2.87204
29 C 3.11635 -1.24396 -3.64594
30 C 0.75616 0.53940 -3.17612
31 C -0.61833 5.84481 5.00074
32 C -0.64687 1.31327 2.35208
33 C 0.41405 5.20142 5.66872
34 C 2.50677 -0.98026 -2.40431
35 C 4.24310 -2.04499 -3.74397
36 C -3.37349 -4.34683 2.85784
37 C -1.06613 5.35882 3.78477
38 C -2.50721 -2.59003 1.46146
39 C -0.33082 -0.29298 -3.85207
40 C -3.58320 -3.32740 1.94726
41 C -2.09029 -4.65159 3.29143
42 C -0.49410 4.21541 3.22440
43 C 0.55201 3.58087 3.89741
44 C -1.02407 -3.91748 2.80262
45 C 3.14278 -1.60537 -1.31973
46 H -1.36612 4.50798 1.25497
47 H 0.90957 -2.63620 1.59718
48 H -3.06109 -0.08545 -1.92370
49 H -0.89743 1.35772 3.40917
50 H -4.57532 -3.08313 1.59337
51 H -1.94023 -4.01413 -3.80876
52 H 0.12816 -1.15589 -4.33198
53 H -1.86833 5.86623 3.26409
54 H 2.79344 4.25636 0.45729
55 H 1.81338 3.57494 5.62392
56 H -0.01568 -4.15465 3.12366
57 H 0.77026 5.58560 6.61496
58 H -1.92171 -5.45768 3.99129
59 H -4.31594 0.65626 -3.97800
60 H 5.72158 -3.25536 -2.75457
61 H -2.22519 1.13520 -2.86142
62 H -3.04960 -0.03538 -4.99036
63 H 4.33796 3.65728 1.10565
64 H -1.91435 -1.31872 0.21092
65 H -2.63151 -2.61792 -4.62537
66 H -0.64904 -2.58810 -2.27112
67 H -1.07157 6.73037 5.42566
68 H 0.28185 1.41775 -2.71928
69 H 1.04304 2.71898 3.46286
70 H 2.86351 3.59420 2.10724
71 H -0.79015 0.28936 -4.65939
72 H -4.21671 -4.91503 3.22732
73 H -0.43001 -1.00418 3.27099
74 H -0.90610 -2.94201 -4.72940
75 H -4.02911 -1.07710 -3.95732
76 H -2.36528 -2.33209 -2.09400
77 H 1.46448 0.93425 -3.90589

The HOMO energy (spin up / spin down) is -7.6 / -7.6 eV. Its LUMO energy (spin up / spin down) is -0.551 / -0.637 eV. The calculation puts the relative energy (zero: lowest compared OMol25 entry of this formula, charge and spin) at 64.3 kJ/mol. The expectation value of S² is 0.753. Its strongest force on any atom is 1.22 eV Å⁻¹. Its multiplicity is 2.

Atom charges from the Löwdin analysis, given in e for atoms 1 to 5: 0.96, 1.06, 0.43, 0.09, 0.04


2.
The following is a DFT calculation (ωB97M-V/def2-TZVPD) of one molecule with the formula C29H32F3N5O3.

Atoms and positions in Å:
1 F -2.90528 1.97229 -1.73523
2 F -4.86811 1.11790 -1.83998
3 F -4.28491 2.64445 -3.23545
4 O 6.16462 -0.37801 6.37196
5 O -4.71397 -1.31661 -6.36272
6 O -0.08013 1.06257 -2.90142
7 N -2.10601 -1.26699 0.94079
8 N -2.65638 -1.35237 -5.42516
9 N -4.76510 -2.11071 1.42534
10 N -1.14564 -0.22573 -1.33761
11 N 6.12044 -0.09733 3.54937
12 C 3.31914 2.20220 0.12950
13 C 0.94870 0.42368 -0.24877
14 C -2.07438 -0.06406 -3.52626
15 C -3.66672 -3.05592 1.36913
16 C 5.24217 0.47595 5.73651
17 C -3.97267 -0.89001 -5.50633
18 C -0.80662 -0.71299 0.97581
19 C -6.03242 -2.72985 1.10925
20 C 5.43021 1.01323 1.49338
21 C 7.09589 -0.95025 4.20270
22 C -0.31425 -0.13913 -0.21065
23 C 5.79889 1.01916 4.42185
24 C 1.29020 -0.19071 2.04221
25 C -0.98888 0.34531 -2.55096
26 C 5.62728 2.19290 0.79016
27 C 4.57410 2.77904 0.10761
28 C 6.55636 0.34657 2.23632
29 C 6.50929 -1.44770 5.52423
30 C 4.16890 0.43559 1.50830
31 C -3.83899 1.55585 -2.59512
32 C 3.10045 1.02108 0.83752
33 C 0.02312 -0.74160 2.08851
34 C -1.75786 -0.96226 -4.50318
35 C -3.19580 -0.30265 1.02385
36 C 1.76433 0.41123 0.88054
37 C -4.29078 0.09875 -4.49934
38 C -3.38516 0.48984 -3.56348
39 C -2.37946 -2.37698 1.83231
40 C -4.48442 -0.97738 0.56591
41 H 5.04164 1.28753 6.43785
42 H -2.51907 -2.04742 2.87337
43 H 1.30674 0.84952 -1.17084
44 H -0.32951 -1.18547 3.00682
45 H -0.76888 -1.39219 -4.56189
46 H -2.39158 -2.02060 -6.14042
47 H -2.97317 0.56632 0.40409
48 H 4.03280 -0.48848 2.04889
49 H 6.60480 2.65361 0.77462
50 H 7.31291 -1.80410 3.55659
51 H 2.49821 2.67664 -0.38622
52 H -6.82353 -1.98888 1.21036
53 H 4.30905 -0.07081 5.53180
54 H -1.54737 -3.08256 1.78603
55 H 1.90541 -0.20079 2.92926
56 H 6.87309 -0.54226 1.67897
57 H -6.06399 -3.13963 0.08708
58 H -3.89435 -3.89426 2.03122
59 H -3.52162 -3.44964 0.34523
60 H 5.61712 -2.05646 5.31163
61 H -4.38560 -1.28898 -0.49272
62 H 4.73377 3.69726 -0.43840
63 H -6.21888 -3.53848 1.81438
64 H -3.32931 0.04107 2.06149
65 H 6.69310 1.63379 4.63300
66 H -1.95505 -0.81262 -1.16443
67 H 7.23867 -2.04904 6.06967
68 H 5.04960 1.64552 3.93395
69 H 8.03877 -0.41016 4.40539
70 H -5.28164 0.52469 -4.53521
71 H 7.42253 1.02995 2.30025
72 H -5.31199 -0.26915 0.63266

The HOMO energy is -8.1 eV. Its SMILES is CN1CCN(c2ccc(-c3cccc(CN4CCOCC4)c3)cc2NC(=O)c2c[nH]c(=O)cc2C(F)(F)F)CC1. Its LUMO energy is -0.207 eV. The calculation puts the relative energy (zero: lowest compared OMol25 entry of this formula, charge and spin) at 147.8 kJ/mol. Its strongest force on any atom is 0.79 eV Å⁻¹.

Atom charges from the natural (NBO) analysis, given in e for atoms 1 to 5: -0.31, -0.33, -0.31, -0.52, -0.60


3.
The following is a DFT calculation (ωB97M-V/def2-TZVPD) of a 3-piece molecular cluster, C29H32F5N4O8S overall at a distorted geometry.

Atoms and positions in Å:
1 S -2.81000 -0.34387 -3.37846
2 F 3.61369 1.48716 -0.42564
3 F 3.09706 -0.38456 -1.76623
4 F 0.59001 3.87280 -7.02345
5 F 2.90063 3.32091 -6.72714
6 F 1.22033 1.56305 -6.99144
7 O 3.90067 0.49346 2.82798
8 O -2.36711 -5.91353 3.31533
9 O -3.97622 1.74322 -1.72789
10 O 3.44054 5.34265 -0.89012
11 O 3.10943 6.97302 0.67922
12 O -4.36163 -2.20390 3.53351
13 O 2.44243 2.40798 2.90652
14 O -0.89610 -6.06631 1.57081
15 N -5.31500 -0.37804 -1.54291
16 N -1.63558 -3.80452 0.06678
17 N -0.89999 -1.50322 0.36043
18 N -5.85606 0.64086 -0.72558
19 C 0.74393 3.00910 -1.41785
20 C -0.33135 -7.13580 0.81382
21 C 1.50458 2.89248 -6.34918
22 C -5.09725 1.98299 -0.76085
23 C -0.75422 -1.45231 1.89811
24 C -4.12398 0.32072 -2.16736
25 C 1.76234 1.86488 -2.04431
26 C -3.21523 -1.34847 3.15052
27 C 3.86554 5.82674 2.56444
28 C -1.81582 -2.23019 2.93071
29 C 1.30564 2.87442 -4.71341
30 C -0.14133 -0.91166 -2.20964
31 C 3.55234 7.19475 2.01729
32 C -1.19042 0.30337 -2.67988
33 C 2.46890 0.76035 -1.00118
34 C -1.68513 -6.58367 2.55770
35 C 2.69516 0.99992 2.47396
36 C 2.05118 1.79398 -3.68806
37 C -1.62316 -8.08099 2.53868
38 C 0.43338 -0.61236 2.65722
39 C 0.32706 4.01436 -4.05194
40 C 4.33851 5.08226 1.34155
41 C 0.03178 4.09040 -2.42322
42 C -2.07131 -2.33450 -0.11531
43 C 1.41699 0.07577 0.03857
44 C 1.53094 0.16523 1.67159
45 C 0.11371 -0.79046 -0.56090
46 C 3.58424 5.76925 0.24369
47 C -0.38123 -8.33602 1.72260
48 H 4.08122 4.02180 1.39300
49 H 1.51930 2.67950 2.60603
50 H -0.22292 4.79975 -4.75709
51 H -5.35758 2.96219 -0.15508
52 H -2.01182 -3.34405 2.63392
53 H 2.75746 0.95419 -4.13583
54 H 4.59774 5.84498 3.37604
55 H -2.34633 -2.23544 -1.24453
56 H 0.49620 -8.33980 2.38071
57 H -0.58575 -1.96652 -2.51019
58 H -1.31773 -2.26776 4.01511
59 H 4.43407 7.84359 1.99040
60 H 5.41122 5.21365 1.17470
61 H -0.71135 4.95655 -2.08232
62 H -4.87147 -2.38121 2.66888
63 H 0.51243 3.03598 -0.26347
64 H -3.05394 -0.46175 3.93319
65 H -0.58579 -3.84793 0.22895
66 H -1.88785 -4.37376 -0.76978
67 H -1.38451 1.07888 -1.79592
68 H -2.51966 -8.46961 2.04768
69 H 0.52772 -0.58099 3.84132
70 H -1.52892 -8.48460 3.54944
71 H 0.69371 -6.88348 0.52707
72 H -0.92922 -7.27577 -0.09289
73 H -0.40080 -9.28551 1.18108
74 H 2.94880 5.36101 2.94611
75 H 2.76355 7.69213 2.58916
76 H -0.69966 0.95956 -3.54842
77 H -3.55542 -0.79557 2.14782
78 H -3.08826 -2.11012 0.47018
79 H 0.82267 -0.75164 -2.84430

As for the total charge: +1. The HOMO energy is -11.7 eV. Its LUMO energy is -5.297 eV. The calculation puts the relative energy (zero: lowest compared OMol25 entry of this formula, charge and spin) at 2585.7 kJ/mol. Its strongest force on any atom is 9.80 eV Å⁻¹.

Atom charges from the Löwdin analysis, given in e for atoms 1 to 5: 0.87, 0.01, -0.03, 0.00, 0.00


Among the records above, which one has the lowest strongest force on any atom?
C29H32F3N5O3